Record 1
Computed, not measured: C76H79N4P2Pd as an isolated structure in a non-equilibrium geometry, with wB97M-V/def2-TZVPD.

Geometry (Å):
C -6.81870 3.96278 -1.31395
C -5.43648 4.16381 -1.85486
C -4.77190 5.37298 -1.64113
C -3.48632 5.61212 -2.13436
C -2.85032 6.95129 -1.91108
C -2.82199 4.55620 -2.80009
N -1.41278 4.63954 -3.09867
C -0.33306 4.00812 -2.58239
N 0.81006 4.52522 -3.07876
C 2.13554 4.29484 -2.63301
C 2.54838 2.96027 -2.24660
C 1.68872 1.85987 -2.32363
C 3.91006 2.78392 -1.81930
C 4.83463 3.81694 -1.88328
C 6.27918 3.62540 -1.51385
C 4.40088 5.07766 -2.29667
C 3.05976 5.34785 -2.56943
C 2.71712 6.79620 -2.74852
C 0.48874 5.36417 -4.23797
C -1.00414 5.47066 -4.22878
C -3.55636 3.42857 -3.21488
C -3.00490 2.48518 -4.23822
C -4.80751 3.19059 -2.64315
H -7.14312 2.92900 -1.45377
H -6.86378 4.20685 -0.24380
H -7.54094 4.61487 -1.82438
H -5.26896 6.17388 -1.07918
H -1.90972 6.90016 -1.34947
H -2.68412 7.49713 -2.84957
H -3.54612 7.55665 -1.31756
H 2.01233 0.92105 -1.87237
H -0.27910 3.32913 -1.72980
H 0.87106 1.83024 -3.04012
H 4.21325 1.78441 -1.49610
H 6.72333 4.60092 -1.29450
H 6.39042 2.98683 -0.63025
H 6.86503 3.17215 -2.32455
H 5.12163 5.89133 -2.34497
H 3.49297 7.38804 -2.24923
H 2.76293 7.10548 -3.80071
H 1.75765 7.07919 -2.29991
H 0.94783 6.34621 -4.15160
H 0.87736 4.89912 -5.15452
H -1.44640 5.09173 -5.15878
H -1.35592 6.49908 -4.08733
H -3.78469 1.76371 -4.50214
H -2.68656 3.01606 -5.14877
H -2.15422 1.90405 -3.86103
H -5.32105 2.24658 -2.84030
C -2.26725 -7.00187 2.12435
N -2.50938 -6.41298 0.82701
C -2.67611 -7.31715 -0.27969
C -2.50972 -5.06216 0.65677
C -2.65884 -4.48618 -0.64504
C -2.41925 -3.14886 -0.86337
C -2.04965 -2.27608 0.20149
C -1.80843 -0.85392 0.06359
C -1.71016 -0.14431 -1.12246
C -1.78761 1.26504 -1.18291
C -2.42497 2.01959 -0.16292
C -2.18629 3.41358 -0.03054
C -2.49017 4.13122 1.09192
C -3.03407 3.45348 2.21156
N -2.98268 4.04840 3.43061
C -3.37707 3.34276 4.63301
C -2.23819 5.28377 3.60548
C -3.55347 2.14450 2.00827
C -3.29524 1.46892 0.83224
Pd 0.09968 -2.85452 0.93122
P 1.51421 -3.91730 -0.47858
C 3.00063 -2.99144 -0.96590
C 4.28338 -3.38143 -0.54706
C 5.40162 -2.61861 -0.88339
C 5.26402 -1.46823 -1.66355
C 3.99168 -1.07191 -2.08821
C 2.86655 -1.79612 -1.69304
C 2.05615 -5.47247 0.26188
C 3.02296 -6.26167 -0.38624
C 3.40246 -7.48809 0.16714
C 2.81125 -7.92927 1.35633
C 1.84442 -7.15184 1.99751
C 1.46869 -5.91951 1.45901
C 0.64616 -4.41691 -1.99919
C 0.23189 -5.74791 -2.18109
C -0.58955 -6.09282 -3.25686
C -0.99964 -5.11752 -4.17118
C -0.58218 -3.79561 -4.00505
C 0.21901 -3.44379 -2.91824
P 1.12196 -1.48555 2.46136
C 0.29828 -1.74690 4.05365
C 0.81995 -2.64560 4.99661
C 0.06784 -2.96485 6.13109
C -1.19501 -2.39988 6.32985
C -1.70597 -1.47865 5.41234
C -0.95326 -1.13730 4.28606
C 2.90929 -1.73818 2.63045
C 3.81347 -0.67290 2.46884
C 5.18583 -0.91696 2.48111
C 5.67175 -2.21247 2.66270
C 4.78104 -3.27283 2.83663
C 3.40729 -3.03854 2.82420
C 0.92789 0.30427 2.24388
C 0.86136 1.18774 3.33717
C 0.79526 2.56388 3.12837
C 0.84008 3.08456 1.83427
C 0.91943 2.20972 0.75527
C 0.95788 0.83765 0.94408
C -2.06191 -2.83335 1.54074
C -2.31025 -4.20458 1.75183
H -1.21670 -6.88375 2.43901
H -2.90549 -6.54231 2.88880
H -2.50162 -8.06988 2.05721
H -1.95061 -7.12776 -1.08297
H -2.52492 -8.33052 0.10268
H -3.68424 -7.23148 -0.70779
H -2.95501 -5.12876 -1.47855
H -2.54377 -2.72234 -1.86166
H -1.69239 -0.30545 1.00357
H -1.48715 -0.68412 -2.04492
H -1.35465 1.76920 -2.03888
H -1.73994 3.96219 -0.85324
H -2.24300 5.19507 1.12400
H -2.67936 2.52840 4.90268
H -3.39323 4.06432 5.45806
H -4.37954 2.91005 4.50675
H -2.61614 6.05750 2.92673
H -2.37021 5.62143 4.63745
H -1.16282 5.14842 3.40429
H -4.11558 1.65457 2.80262
H -3.70998 0.46977 0.68622
H 4.40653 -4.28035 0.05204
H 6.38503 -2.92619 -0.52761
H 6.14253 -0.88705 -1.94619
H 3.87866 -0.19823 -2.73219
H 1.87529 -1.42729 -1.95643
H 3.47756 -5.91506 -1.31719
H 4.15507 -8.09472 -0.33687
H 3.10441 -8.88715 1.78762
H 1.37352 -7.49037 2.92298
H 0.71891 -5.29475 1.95862
H 0.56767 -6.51325 -1.47979
H -0.89984 -7.13147 -3.38411
H -1.63906 -5.39096 -5.01127
H -0.88355 -3.02904 -4.72096
H 0.49791 -2.40153 -2.78587
H 1.81250 -3.07328 4.84459
H 0.47325 -3.66827 6.85846
H -1.78683 -2.67547 7.20306
H -2.68853 -1.02616 5.56104
H -1.34324 -0.39028 3.58948
H 3.44332 0.34597 2.34212
H 5.88134 -0.09043 2.33830
H 6.74426 -2.40282 2.65500
H 5.15141 -4.28972 2.97403
H 2.71561 -3.87309 2.95493
H 0.86333 0.80096 4.35707
H 0.72237 3.24012 3.97924
H 0.82327 4.16172 1.65943
H 0.97666 2.59634 -0.26031
H 1.00536 0.17236 0.07943
H -2.11642 -2.13077 2.37027
H -2.35869 -4.58245 2.77101

Properties
ΔE to the lowest compared entry with this formula, charge and spin in kcal per mole: 4.1
Highest occupied orbital energy in eV: -7.0
Largest force on an atom in eV Å⁻¹: 2.8
Charge: +1

Here are the Löwdin charges for atoms 1 to 6, given in e: -0.045 -0.253 -0.002 -0.202 -0.032 -0.161



Record 2
Computed, not measured: C2H6O4 as an isolated structure in a non-equilibrium geometry, with wB97M-V/def2-TZVPD.

Geometry (Å):
C -0.28032 -0.06753 -1.63445
C 0.11792 0.02936 0.99758
O 1.37503 0.29873 0.63307
O -0.08587 -1.25502 1.32453
O -0.41784 0.91634 1.83905
O -0.91843 0.27418 -0.45234
H -0.54543 -1.08283 -1.95517
H 0.81190 -0.00773 -1.53614
H -0.59054 0.63963 -2.40839
H 1.52333 1.25274 0.66702
H 0.39141 -1.81992 0.70777
H -1.38117 0.82205 1.81746

Properties
ΔE to the lowest compared entry with this formula, charge and spin in kcal per mole: 30.4
Highest occupied orbital energy in eV: -9.2
Largest force on an atom in eV Å⁻¹: 3.8

Here are the Löwdin charges for atoms 1 to 6, given in e: -0.206 -0.641 0.120 0.138 0.132 -0.185



Record 3
Computed, not measured: C27H50Br4N6O as an isolated structure in a non-equilibrium geometry, with wB97M-V/def2-TZVPD.

Geometry (Å):
C 1.53793 16.66548 12.36455
O 1.24279 15.70325 11.66307
N 0.59038 17.66708 12.47148
C 1.05366 18.81503 13.20605
C -0.51151 17.81094 11.57684
H 2.47007 16.81896 12.93000
H 2.01368 18.71530 13.71253
H 0.37162 19.02082 14.03102
H 1.13331 19.64438 12.50326
H -0.24587 17.91711 10.52505
H -1.09010 16.91599 11.80572
H -1.09853 18.72061 11.70345
C 4.44705 23.23071 13.62851
C 4.50598 22.45443 12.30447
C 3.10402 21.93786 11.85604
C 2.21377 21.29925 12.84934
N 1.56773 20.78051 13.70094
H 4.14032 24.27642 13.60627
H 5.45347 23.34000 14.03257
H 3.87642 22.72744 14.40903
H 5.16390 21.60366 12.48178
H 4.90909 23.18077 11.59875
H 3.12428 21.25415 11.00737
H 2.44117 22.76773 11.61103
C -2.99534 17.75311 13.21891
C -3.47042 18.00221 14.59110
C -2.83072 17.20414 15.69383
C -3.01457 17.76020 17.07237
N -3.26398 18.14450 18.13455
H -3.54937 16.87327 12.89179
H -1.93137 17.66237 13.00019
H -3.39966 18.43043 12.46667
H -4.54127 17.80321 14.63326
H -3.29860 19.04545 14.85607
H -1.74556 17.28059 15.62539
H -2.97865 16.13385 15.83773
C 0.67060 21.49354 7.78979
C -0.16384 20.45077 8.51600
C 0.15725 20.24106 9.99882
C 1.55246 20.10146 10.40911
N 2.67695 19.95242 10.74739
H 1.71794 21.22972 7.64292
H 0.59279 22.49747 8.20713
H 0.15604 21.57114 6.83203
H -0.11499 19.64290 7.78588
H -1.22170 20.71321 8.50386
H -0.41266 19.43850 10.46702
H -0.28530 21.12752 10.45319
C 0.19247 16.35036 9.46032
C -1.12117 17.15155 9.40597
C -1.97087 16.84008 8.20552
C -2.55771 15.45405 8.06597
N -3.10202 14.42376 8.00524
H 0.84698 16.65911 10.27542
H 0.81261 16.54576 8.58547
H 0.07933 15.26939 9.54279
H -0.86311 18.21054 9.41303
H -1.64973 16.99337 10.34602
H -1.39853 17.01733 7.29496
H -2.80561 17.54080 8.22292
C 1.93657 13.48525 11.58425
C 2.81611 13.76510 10.34431
C 4.23391 14.21361 10.71026
C 5.10015 14.29533 9.53288
N 5.87204 14.35184 8.69064
H 2.36935 12.63199 12.10651
H 0.91867 13.22678 11.29237
H 1.94056 14.33709 12.26428
H 2.45215 14.57495 9.71205
H 2.95373 12.82913 9.80291
H 4.80948 13.54486 11.35026
H 4.15456 15.14213 11.27564
Br 1.58205 17.39227 18.30946
C 0.68813 19.12374 17.62286
C -0.04829 18.87852 16.32462
Br -1.27126 20.50465 15.93897
H 1.35480 19.98558 17.59342
H 0.00897 19.42833 18.41913
H -0.52712 17.90763 16.45178
H 0.76660 18.84257 15.60160
Br 2.41852 17.59861 14.91787
C 2.59353 15.63397 15.30737
C 2.58291 15.41453 16.81558
Br 3.32167 13.62127 17.20126
H 3.50796 15.25404 14.85177
H 1.76658 15.07675 14.86719
H 1.53835 15.44878 17.12512
H 3.14233 16.17779 17.35649

Properties
Highest occupied orbital energy in eV: -8.8
Largest force on an atom in eV Å⁻¹: 7.2

Here are the Löwdin charges for atoms 1 to 6, given in e: -0.285 -0.107 -0.096 -0.336 -0.178 0.060



| no. | Kohn-Sham gap (eV) |
| --- | --- |
| 1 | 3.28 |
| 2 | 9.81 |
| 3 | 8.64 |